No. 1
69
Properties=species:S:1:pos:R:3 method="wB97M-V/def2-TZVPD" energy_ev=-61828.76224 homo_lumo_gap_ev=8.30 molar_mass_g_mol=522.407 charge=0 largest_force_ev_per_a=7.03 e_lumo_ev=0.301 smiles="C#C[C@@H]1[C@H]([PH2]=S)C(=O)N[C@]1(CCCCCOCC)B(N)O.Fc1ccccc1.Fc1ccccc1" multiplicity=1
C 2.965 1.068 1.353
C 2.272 0.058 0.849
C 1.511 -1.212 0.241
C 2.177 -2.692 0.486
P 3.852 -3.078 -0.328
S 3.804 -4.686 -1.477
C 1.083 -3.529 -0.401
O 0.447 -4.593 -0.131
N 1.029 -2.657 -1.628
C 0.989 -1.174 -1.302
C -0.462 -0.455 -1.589
C -1.062 -0.805 -3.044
C -2.461 -1.614 -3.045
C -2.684 -2.625 -1.804
C -3.894 -1.995 -0.884
O -3.407 -1.367 0.335
C -4.005 -0.064 0.570
C -3.009 1.190 0.320
B 2.086 -0.424 -2.289
N 2.708 -1.254 -3.394
O 2.459 0.974 -2.203
H 3.515 1.764 2.098
H 0.557 -1.268 0.894
H 2.215 -2.932 1.611
H 4.358 -2.016 -1.166
H 4.897 -3.316 0.657
H 0.184 -3.053 -2.076
H -0.214 0.688 -1.597
H -1.182 -0.610 -0.706
H -1.272 0.213 -3.581
H -0.318 -1.358 -3.749
H -2.456 -2.276 -4.009
H -3.313 -0.850 -3.209
H -3.030 -3.649 -2.247
H -1.750 -2.844 -1.174
H -4.530 -2.920 -0.555
H -4.583 -1.338 -1.527
H -4.293 -0.029 1.702
H -4.980 0.137 -0.006
H -2.934 1.514 -0.792
H -3.429 2.105 0.914
H -1.943 1.024 0.720
H 3.729 -1.339 -3.262
H 2.467 -0.852 -4.315
H 1.677 1.571 -2.130
F 5.650 -1.110 0.793
C 6.452 -0.941 1.857
C 6.131 -1.556 3.057
C 6.965 -1.385 4.158
C 8.105 -0.591 4.049
C 8.415 0.027 2.840
C 7.587 -0.153 1.735
H 5.236 -2.164 3.126
H 6.727 -1.869 5.101
H 8.753 -0.454 4.910
H 9.301 0.648 2.757
H 7.818 0.313 0.784
F -6.533 2.959 -0.586
C -6.470 4.050 0.192
C -5.284 4.766 0.267
C -5.219 5.901 1.070
C -6.339 6.301 1.798
C -7.523 5.572 1.719
C -7.591 4.443 0.907
H -4.421 4.434 -0.300
H -4.298 6.472 1.130
H -6.286 7.184 2.428
H -8.392 5.883 2.290
H -8.507 3.869 0.827

=====

No. 2
64
Properties=species:S:1:pos:R:3 method="wB97M-V/def2-TZVPD" energy_ev=-53239.61315 homo_lumo_gap_ev=3.86 molar_mass_g_mol=405.025 charge=-1 largest_force_ev_per_a=3.45 e_lumo_ev=2.210 multiplicity=1
C 2.553 0.056 0.518
C 2.924 1.583 0.662
C 2.053 2.488 -0.283
C 2.911 3.596 -0.943
N 0.908 3.028 0.456
C -0.259 2.334 -0.047
C -1.562 2.779 0.655
C -2.845 2.552 -0.181
C -2.790 1.313 -1.108
S -3.178 -0.249 -0.208
O -4.516 -0.065 0.386
O -2.121 -0.663 0.721
Cl -3.259 -1.749 -1.676
H 1.597 -0.062 -0.007
H 3.313 -0.436 -0.106
H 2.484 -0.370 1.528
H 4.001 1.635 0.390
H 2.845 1.917 1.705
H 1.663 1.825 -1.092
H 3.543 4.140 -0.217
H 3.607 3.214 -1.719
H 2.267 4.345 -1.430
H -0.386 2.596 -1.148
H -0.205 1.219 -0.007
H -1.457 3.863 0.842
H -1.611 2.321 1.656
H -2.971 3.427 -0.836
H -3.699 2.423 0.496
H -3.619 1.407 -1.832
H -1.876 1.222 -1.707
C -5.960 -6.496 -4.206
C -5.299 -5.536 -3.221
C -6.298 -4.811 -2.303
O -7.008 -3.753 -2.926
C -8.127 -4.158 -3.689
N -4.463 -4.592 -3.967
H -6.427 -5.976 -5.042
H -5.215 -7.172 -4.629
H -6.721 -7.105 -3.712
H -4.645 -6.132 -2.577
H -5.733 -4.343 -1.493
H -6.996 -5.516 -1.832
H -8.631 -5.023 -3.248
H -7.834 -4.379 -4.719
H -8.830 -3.325 -3.717
H -3.947 -4.021 -3.303
H -5.086 -3.929 -4.422
C 6.505 2.510 5.287
C 5.794 1.391 4.533
C 6.515 0.966 3.240
O 6.349 1.862 2.157
C 7.209 2.984 2.177
N 4.410 1.797 4.276
H 6.353 3.485 4.823
H 6.120 2.581 6.305
H 7.581 2.324 5.349
H 5.775 0.517 5.194
H 6.077 0.022 2.905
H 7.582 0.772 3.419
H 8.192 2.738 2.590
H 6.759 3.805 2.740
H 7.338 3.322 1.148
H 3.912 1.013 3.863
H 4.433 2.486 3.528

=====

No. 3
44
Properties=species:S:1:pos:R:3 method="wB97M-V/def2-TZVPD" energy_ev=-100691.23665 homo_lumo_gap_ev="5.80 / 5.06" molar_mass_g_mol=577.233 charge=+2 largest_force_ev_per_a=0.97 e_lumo_ev="-8.645 / -9.233" multiplicity=1
Au -0.228 1.277 -0.617
N -0.886 -0.729 -0.944
C 0.225 -1.626 -0.538
C -0.037 -3.076 -0.929
C 1.132 -4.068 -0.902
C 1.980 -4.179 0.362
N 2.727 -2.973 0.737
C 3.860 -2.570 0.158
N 4.324 -3.189 -0.918
N 4.539 -1.546 0.676
C 1.507 -0.960 -1.137
O 2.277 -1.576 -1.830
O 1.597 0.276 -0.749
H -1.706 -0.803 -0.346
H -1.172 -0.898 -1.907
H 0.340 -1.510 0.541
H -0.421 -3.091 -1.952
H -0.834 -3.445 -0.274
H 1.769 -3.863 -1.761
H 0.696 -5.055 -1.062
H 2.692 -4.996 0.228
H 1.356 -4.441 1.216
H 2.478 -2.528 1.604
H 3.742 -3.834 -1.425
H 5.136 -2.842 -1.401
H 4.256 -1.101 1.531
H 5.376 -1.202 0.236
Br -0.502 1.398 2.177
C -1.786 2.785 1.942
C -2.257 3.394 3.082
C -3.180 4.437 2.972
C -3.595 4.851 1.729
C -3.129 4.222 0.560
C -3.565 4.657 -0.713
C -3.121 4.061 -1.873
C -2.243 2.982 -1.794
C -1.733 2.571 -0.568
C -2.195 3.145 0.650
H -1.914 3.073 4.056
H -3.546 4.922 3.866
H -4.281 5.683 1.631
H -4.273 5.475 -0.763
H -3.469 4.399 -2.838
H -1.938 2.489 -2.711

=====

No. 4
17
Properties=species:S:1:pos:R:3 method="wB97M-V/def2-TZVPD" energy_ev=-28154.61325 homo_lumo_gap_ev=9.42 molar_mass_g_mol=193.174 charge=0 largest_force_ev_per_a=5.45 e_lumo_ev=0.119 multiplicity=1
C -1.538 2.435 -0.448
C -3.169 1.379 -1.445
C -1.217 1.152 -0.219
C 1.865 -1.563 0.928
C 2.023 -2.563 -0.070
C 0.623 0.567 1.039
N -2.700 2.542 -1.115
O 2.335 -1.506 2.031
O 1.055 -0.555 0.454
F 0.144 0.475 2.278
F 1.419 1.649 0.889
S -2.217 0.013 -0.977
H -1.188 3.217 0.102
H -3.921 1.402 -2.229
H 3.045 -2.630 -0.491
H 1.942 -3.593 0.218
H 1.503 -2.422 -0.943

=====

No. 5
18
Properties=species:S:1:pos:R:3 method="wB97M-V/def2-TZVPD" energy_ev=-81976.77972 homo_lumo_gap_ev=8.61 molar_mass_g_mol=206.039 charge=0 de_lowest_ev=2.455 largest_force_ev_per_a=5.44 e_lumo_ev=0.360 multiplicity=1
C -0.036 1.478 1.302
C -0.165 0.037 1.373
C 0.558 -2.692 -0.830
C 0.440 2.244 0.213
C -1.123 -0.710 0.801
C 0.948 1.669 -1.001
N -0.157 -1.806 -1.260
O 1.124 -3.433 -0.152
O -1.306 -1.975 1.225
Br -2.342 -0.235 -0.556
H -0.073 1.989 2.284
H 0.354 -0.490 2.226
H 0.284 3.267 0.326
H 1.942 2.158 -1.280
H 0.506 1.917 -1.973
H 1.082 0.614 -0.885
H -0.526 -1.653 -2.179
H -1.508 -2.379 0.365

=====

No. 6
31
Properties=species:S:1:pos:R:3 method="wB97M-V/def2-TZVPD" energy_ev=-18490.46294 homo_lumo_gap_ev="8.68 / 6.55" molar_mass_g_mol=380.491 charge=+3 de_lowest_ev=0.000 largest_force_ev_per_a=0.71 e_lumo_ev="-10.620 / -13.444" multiplicity=5
Ir 0.350 -0.194 -0.284
C 2.593 0.620 0.239
C 1.677 1.684 0.109
C 1.018 1.897 -1.123
C 1.339 1.090 -2.241
C 2.322 0.096 -2.129
C 2.910 -0.174 -0.881
H 3.075 0.440 1.192
H 1.476 2.334 0.952
H 0.311 2.711 -1.222
H 0.845 1.278 -3.188
H 2.605 -0.486 -2.998
H 3.633 -0.976 -0.782
N -0.307 -2.068 -1.084
H 0.326 -2.838 -0.859
H -0.370 -2.041 -2.103
H -1.231 -2.368 -0.765
N -1.762 0.393 1.823
C -1.505 0.777 3.119
C -1.187 -0.217 4.099
C -0.987 0.156 5.391
C -1.084 1.527 5.749
C -1.380 2.519 4.772
C -1.579 2.155 3.476
H -2.270 1.085 1.281
H -2.206 -0.518 1.748
H -1.141 -1.261 3.812
H -0.768 -0.582 6.151
H -0.937 1.818 6.783
H -1.467 3.556 5.068
H -1.839 2.892 2.726

=====

No. 7
68
Properties=species:S:1:pos:R:3 method="wB97M-V/def2-TZVPD" energy_ev=-52270.41535 homo_lumo_gap_ev="6.94 / 7.87" molar_mass_g_mol=730.806 charge=0 de_lowest_ev=0.000 largest_force_ev_per_a=0.32 e_lumo_ev="0.226 / -1.137" multiplicity=5
Ir 0.535 0.270 -1.350
O 2.311 -0.045 -0.748
C 2.785 -0.631 0.457
C 1.802 -1.722 0.914
C 0.455 -1.259 1.407
C -0.157 -1.891 2.475
C -1.429 -1.498 2.862
C -2.065 -0.481 2.169
C -1.408 0.120 1.108
C -2.080 1.151 0.250
C -2.467 0.551 -1.128
O -1.297 0.256 -1.870
C -3.266 -0.728 -0.886
C -2.700 -1.979 -1.079
C -3.419 -3.128 -0.769
C -4.706 -3.034 -0.266
C -5.281 -1.782 -0.083
C -4.566 -0.638 -0.395
C -3.278 1.528 -1.979
C -3.694 1.088 -3.234
C -4.412 1.921 -4.072
C -4.730 3.212 -3.665
C -4.320 3.656 -2.420
C -3.593 2.818 -1.581
N -0.172 -0.265 0.759
C 4.114 -1.320 0.139
C 5.115 -1.450 1.095
C 6.286 -2.134 0.798
C 6.471 -2.692 -0.458
C 5.476 -2.562 -1.416
C 4.304 -1.882 -1.120
C 2.971 0.469 1.499
C 2.722 0.268 2.852
C 2.945 1.284 3.772
C 3.423 2.513 3.347
C 3.684 2.717 1.999
C 3.465 1.701 1.084
H 2.265 -2.326 1.695
H 1.653 -2.386 0.055
H 0.367 -2.685 2.991
H -1.924 -1.989 3.689
H -3.065 -0.160 2.423
H -1.427 2.009 0.082
H -2.981 1.489 0.761
H -1.696 -2.052 -1.474
H -2.968 -4.100 -0.926
H -5.265 -3.930 -0.027
H -6.293 -1.699 0.295
H -5.025 0.337 -0.269
H -3.444 0.082 -3.551
H -4.725 1.566 -5.046
H -5.292 3.866 -4.319
H -4.554 4.662 -2.098
H -3.267 3.199 -0.623
H 4.990 -1.004 2.073
H 7.060 -2.222 1.550
H 7.387 -3.219 -0.691
H 5.614 -2.987 -2.402
H 3.536 -1.769 -1.873
H 2.354 -0.685 3.210
H 2.742 1.111 4.822
H 3.591 3.309 4.062
H 4.057 3.674 1.656
H 3.663 1.864 0.034
F -0.492 3.188 -1.377
C 0.679 2.519 -1.558
F 1.048 2.773 -2.848
F 1.585 3.162 -0.786

=====

No. 8
81
Properties=species:S:1:pos:R:3 method="wB97M-V/def2-TZVPD" energy_ev=-59394.17473 homo_lumo_gap_ev=9.28 molar_mass_g_mol=586.573 charge=0 de_lowest_ev=1.570 largest_force_ev_per_a=2.54 e_lumo_ev=-0.215 smiles="NC(N)=O.NC(N)=O.NC(N)=O.NC(N)=O.NC(N)=O.NC(N)=O.NC(N)=O.NC(N)=O.NC(N)=O.CCO" multiplicity=1
C 1.692 -1.116 -0.448
C 0.463 -0.420 0.100
O 0.175 0.701 -0.760
H 2.525 -0.425 -0.355
H 1.507 -1.405 -1.477
H 1.884 -2.000 0.160
H 0.598 0.015 1.096
H -0.407 -1.054 0.294
H -0.772 0.747 -0.968
C -4.183 3.542 2.141
O -5.357 3.373 1.852
N -3.092 2.971 1.542
N -3.863 4.245 3.291
H -3.264 2.308 0.806
H -2.197 3.390 1.707
H -2.913 4.376 3.574
H -4.656 4.460 3.864
C 5.338 -1.582 1.486
O 5.865 -0.944 2.391
N 5.022 -0.959 0.304
N 5.225 -2.947 1.438
H 5.159 0.034 0.321
H 4.615 -1.387 -0.509
H 4.980 -3.412 0.581
H 5.816 -3.386 2.122
C 0.298 4.181 -2.055
O 0.548 5.358 -2.315
N 0.940 3.548 -0.995
N -0.678 3.451 -2.680
H 1.563 4.167 -0.511
H 0.993 2.536 -0.930
H -1.092 3.812 -3.516
H -1.007 2.585 -2.305
C 2.866 2.598 2.678
O 1.828 2.869 3.299
N 4.118 2.989 3.078
N 2.809 2.113 1.371
H 4.175 3.576 3.889
H 4.962 2.676 2.645
H 1.887 2.025 0.986
H 3.656 1.955 0.865
C 3.156 -3.895 -2.197
O 4.065 -3.567 -1.429
N 2.083 -4.613 -1.719
N 3.201 -3.778 -3.556
H 2.010 -4.808 -0.740
H 1.359 -4.990 -2.298
H 4.071 -3.384 -3.876
H 2.694 -4.372 -4.182
C -3.750 -2.445 1.395
O -4.455 -1.457 1.575
N -4.137 -3.533 0.612
N -2.576 -2.670 2.091
H -3.493 -4.178 0.203
H -5.082 -3.606 0.285
H -2.318 -1.907 2.718
H -1.975 -3.435 1.876
C 0.170 -1.328 -4.661
O -0.122 -1.742 -5.768
N 0.733 -0.115 -4.444
N -0.038 -2.102 -3.545
H 1.083 0.164 -3.542
H 0.952 0.536 -5.172
H 0.129 -1.617 -2.679
H -0.630 -2.894 -3.686
C -3.308 -0.303 -2.160
O -2.181 0.231 -2.179
N -3.480 -1.604 -2.496
N -4.445 0.410 -1.921
H -2.736 -2.108 -2.936
H -4.403 -1.989 -2.547
H -4.371 1.400 -1.794
H -5.360 0.027 -2.047
C -1.829 0.726 4.086
O -1.712 -0.426 3.631
N -3.011 1.310 4.450
N -0.780 1.598 3.938
H -3.870 0.818 4.286
H -2.978 2.298 4.587
H -0.769 2.560 4.215
H 0.076 1.225 3.569

=====

No. 9
17
Properties=species:S:1:pos:R:3 method="wB97M-V/def2-TZVPD" energy_ev=-18220.80656 homo_lumo_gap_ev=6.65 molar_mass_g_mol=111.186 charge=-1 de_lowest_ev=0.507 largest_force_ev_per_a=1.47 e_lumo_ev=3.797 multiplicity=1
C -1.874 -0.480 0.423
C -0.912 -1.356 1.250
C 0.173 -2.004 0.389
S 1.737 -1.071 0.408
H -2.715 -1.034 -0.002
H -2.167 0.408 0.965
H -1.270 -0.104 -0.415
H -1.487 -2.032 1.903
H -0.525 -0.697 2.030
H 0.398 -2.976 0.808
H -0.273 -2.181 -0.594
H 0.881 4.029 -1.304
H 0.876 2.730 -0.481
O 0.394 3.567 -0.619
H 2.481 1.159 -2.364
H 1.961 0.631 -0.955
O 2.325 1.410 -1.444

=====

No. 10
54
Properties=species:S:1:pos:R:3 method="wB97M-V/def2-TZVPD" energy_ev=-33292.50277 homo_lumo_gap_ev=8.61 molar_mass_g_mol=378.476 charge=0 de_lowest_ev=0.603 largest_force_ev_per_a=0.92 e_lumo_ev=0.751 smiles="Cc1ccc(CNC(=O)[C@H]2C[C@H]3Cn4c(nc5cc(C)c(C)cc54)[C@H]3N2C)o1" multiplicity=1
C -3.827 -2.199 0.666
C -2.470 -2.156 0.063
C -2.043 -1.936 -1.211
C -0.632 -2.064 -1.188
C -0.298 -2.353 0.100
O -1.412 -2.404 0.866
C 1.010 -2.659 0.750
N 1.951 -1.557 0.713
C 2.994 -1.559 -0.136
O 3.181 -2.443 -0.952
C 4.024 -0.423 0.005
N 3.808 0.646 0.943
C 3.680 0.414 2.361
H 4.235 1.193 2.893
H 2.643 0.448 2.717
H 4.115 -0.551 2.609
C 2.958 1.651 0.346
C 1.480 1.469 0.497
N 0.646 1.463 1.499
C -0.597 1.350 0.912
C -1.862 1.367 1.481
C -2.969 1.339 0.652
C -2.823 1.263 -0.748
C -1.567 1.219 -1.327
C -0.462 1.271 -0.497
N 0.886 1.333 -0.717
C 1.789 1.270 -1.827
H 1.734 0.286 -2.306
H 1.544 2.033 -2.573
C 3.178 1.515 -1.187
H 3.616 2.423 -1.603
C 4.154 0.339 -1.324
H 3.933 -0.305 -2.173
H 5.171 0.714 -1.426
H -1.452 1.164 -2.400
C -4.038 1.244 -1.627
H -4.648 2.131 -1.459
H -4.655 0.372 -1.413
H -3.752 1.214 -2.675
C -4.341 1.438 1.252
H -4.288 1.385 2.337
H -4.990 0.642 0.894
H -4.803 2.388 0.980
H -1.971 1.432 2.552
H 3.248 2.632 0.743
H 4.965 -0.931 0.251
H 1.747 -0.752 1.285
H 1.500 -3.487 0.224
H 0.825 -2.939 1.791
H 0.042 -1.972 -2.014
H -2.654 -1.718 -2.063
H -4.053 -3.204 1.022
H -3.882 -1.521 1.516
H -4.568 -1.914 -0.075

=====

No. 11
15
Properties=species:S:1:pos:R:3 method="wB97M-V/def2-TZVPD" energy_ev=-7264.63158 homo_lumo_gap_ev=12.25 molar_mass_g_mol=85.130 charge=+1 de_lowest_ev=3.510 largest_force_ev_per_a=4.24 e_lumo_ev=-3.758 multiplicity=1
C 0.281 0.188 -1.500
C -1.401 -0.032 -0.527
C 0.611 1.167 0.682
C 0.470 -1.250 0.601
N -0.931 0.150 -1.879
N 0.004 -0.040 -0.027
H 1.197 0.265 -2.076
H -1.987 0.772 -0.027
H -1.877 -1.068 -0.447
H 0.311 1.156 1.746
H 1.658 1.136 0.627
H 0.177 2.161 0.288
H -0.231 -1.508 1.482
H 0.271 -2.090 0.062
H 1.447 -1.005 0.995